Computed, not measured: the molecule C4H11NO in a non-equilibrium geometry, with ωB97M-V/def2-TZVPD.

Last columns: bonded neighbours and bond lengths (Å).
Geometry (Å):
1 C 0.35 1.12 0.98  C2 1.484, H7 1.082, H8 1.147, H9 1.082
2 C -0.55 0.00 0.63  C1 1.484, N3 1.465, C4 1.513, H10 1.086
3 N -0.81 -0.90 1.75  C2 1.465, H11 1.027, H12 1.013
4 C -0.11 -0.67 -0.66  C2 1.513, C5 1.475, O6 1.449, H13 1.152
5 C -0.10 0.19 -1.85  C4 1.475, H14 1.138, H15 1.114, H16 1.075
6 O 1.26 -1.09 -0.42  C4 1.449, H17 0.930
7 H 1.41 0.87 1.06  C1 1.082
8 H 0.41 2.06 0.33  C1 1.147
9 H -0.08 1.63 1.83  C1 1.082
10 H -1.48 0.54 0.47  C2 1.086
11 H -0.13 -1.62 2.01  N3 1.027
12 H -0.99 -0.40 2.61  N3 1.013
13 H -0.76 -1.61 -0.84  C4 1.152
14 H 0.02 -0.40 -2.82  C5 1.138
15 H -0.89 0.97 -1.94  C5 1.114
16 H 0.80 0.76 -1.95  C5 1.075
17 H 1.63 -1.46 -1.19  O6 0.930

Calculated values
- structure (SMILES) = C[C@H](N)[C@@H](C)O
- Kohn-Sham gap (eV) = 9.97


Computed, not measured: a cluster of 2 separate species, C4H11NO in total in a non-equilibrium geometry, with ωB97M-V/def2-TZVPD.

Last columns: bonded neighbours and bond lengths (Å).
Geometry (Å):
1 C 1.80 -0.27 -1.64  C2 1.498, H6 1.124, H7 1.080, H8 1.081
2 C 0.69 -0.77 -0.76  C1 1.498, C3 1.522, H9 1.059, H10 1.125
3 C 0.03 0.36 0.02  C2 1.522, C4 1.339, H11 1.111
4 C 0.25 0.49 1.33  C3 1.339, N5 1.426, H12 1.062
5 N -0.31 1.44 2.23  C4 1.426, H13 1.003, H14 0.998
6 H 2.79 -0.40 -1.13  C1 1.124
7 H 1.64 0.78 -1.84  C1 1.080
8 H 1.81 -0.70 -2.63  C1 1.081
9 H -0.11 -1.21 -1.29  C2 1.059
10 H 1.09 -1.58 -0.09  C2 1.125
11 H -0.59 1.02 -0.63  C3 1.111
12 H 0.62 -0.31 1.92  C4 1.062
13 H 0.30 1.41 3.02  N5 1.003
14 H -0.68 2.36 2.10  N5 0.998
15 O -3.47 -1.06 -0.37  H16 0.934, H17 1.037
16 H -2.59 -1.13 -0.66  O15 0.934
17 H -3.28 -0.41 0.42  O15 1.037

Calculated values
- structure (SMILES) = CC/C=C/N.O
- Kohn-Sham gap (eV) = 9.24


Computed, not measured: a cluster of 2 separate species, C4H11NO in total in a non-equilibrium geometry, with ωB97M-V/def2-TZVPD.

Last columns: bonded neighbours and bond lengths (Å).
Geometry (Å):
1 C 0.52 2.42 0.23  N2 1.460, H7 1.090, H8 1.091, H9 1.098
2 N -0.47 1.36 0.04  C1 1.460, C3 1.454, H10 1.021
3 C 0.11 0.18 -0.58  N2 1.454, C4 1.529, H11 1.150, H12 1.091
4 C -0.85 -1.01 -0.60  C3 1.529, C5 1.543, H13 1.092, H14 1.093
5 C -0.13 -2.30 -0.17  C4 1.543, H15 1.081, H16 1.097, H17 1.100
6 O 0.47 -0.30 2.06  no bonds
7 H 0.11 3.15 0.92  C1 1.090
8 H 0.76 2.91 -0.71  C1 1.091
9 H 1.45 2.03 0.68  C1 1.098
10 H -0.61 0.95 0.97  N2 1.021
11 H 0.82 -0.08 0.29  C3 1.150
12 H 0.56 0.40 -1.55  C3 1.091
13 H -1.35 -1.13 -1.57  C4 1.092
14 H -1.59 -0.79 0.17  C4 1.093
15 H -0.75 -3.19 -0.17  C5 1.081
16 H 0.70 -2.51 -0.86  C5 1.097
17 H 0.25 -2.09 0.84  C5 1.100

Calculated values
- Kohn-Sham gap (eV) = 6.39


Computed, not measured: a cluster of 2 separate species, C4H11NO in total in a non-equilibrium geometry, with ωB97M-V/def2-TZVPD.

Last columns: bonded neighbours and bond lengths (Å).
Geometry (Å):
1 C 0.15 -1.90 1.26  C2 1.347, H6 1.062, H7 1.052
2 C 0.11 -0.60 0.90  C1 1.347, N3 1.328, H8 1.134
3 N -0.97 0.00 0.41  C2 1.328, C4 1.456, H9 0.998
4 C -1.04 1.45 0.43  N3 1.456, C5 1.502, H10 1.036, H11 1.115
5 C -0.42 2.09 -0.78  C4 1.502, H12 1.029, H13 1.104, H14 1.084
6 H 1.07 -2.37 1.50  C1 1.062
7 H -0.57 -2.64 1.06  C1 1.052
8 H 1.07 -0.10 1.23  C2 1.134
9 H -1.77 -0.48 0.05  N3 0.998
10 H -2.02 1.68 0.67  C4 1.036
11 H -0.38 1.63 1.31  C4 1.115
12 H 0.41 2.67 -0.58  C5 1.029
13 H 0.03 1.20 -1.24  C5 1.104
14 H -1.15 2.46 -1.50  C5 1.084
15 H 2.29 -1.62 -2.24  O17 0.979
16 H 1.10 -1.69 -1.17  O17 0.991
17 O 2.08 -1.78 -1.30  H15 0.979, H16 0.991

Calculated values
- charge = +1
- multiplicity = 2
- Kohn-Sham gap (spin up / spin down) (eV) = 11.55 / 7.73
- <S²> = 0.771


It is found that the ΔE to the lowest compared entry with this formula, charge and spin values, taken in the order of the records, are 1.416; 1.876; 7.536; 1.748 eV.